# 1
{
  "formula": "C14H8AgBr4N3O2S2",
  "method": "the ωB97M-V functional and the def2-TZVPD basis",
  "symbols": ["Ag", "C", "S", "C", "S", "N", "N", "C", "C", "C", "C", "C", "C", "N", "H", "H", "H", "H", "H", "H", "H", "H", "Br", "C", "C", "Br", "C", "Br", "C", "O", "C", "O", "C", "Br"],
  "xyz": [[0.40122, -0.18582, -0.08434], [5.83062, -0.06875, 1.15124], [4.72391, 0.75854, 2.29779], [3.13484, 0.66400, 1.47656], [2.99138, -0.05741, -0.05751], [2.25471, 1.21898, 2.26355], [1.02046, 1.40304, 1.66693], [0.06782, 1.57748, 2.49224], [-1.30782, 1.85227, 2.05122], [-2.33937, 1.70823, 2.97587], [-3.64343, 1.90392, 2.55216], [-3.86477, 2.22909, 1.22541], [-2.76383, 2.35855, 0.38566], [-1.51201, 2.20123, 0.78271], [6.79030, -0.13123, 1.66810], [5.94953, 0.48479, 0.22285], [5.47309, -1.06841, 0.91430], [0.24740, 1.48505, 3.56713], [-2.11555, 1.41253, 3.99273], [-4.47005, 1.77184, 3.23989], [-4.86367, 2.34555, 0.83071], [-2.90413, 2.58352, -0.66541], [-4.23085, -5.84059, 0.36629], [-3.47898, -4.12883, 0.00493], [-4.26516, -3.10160, -0.45177], [-6.13193, -3.34313, -0.73044], [-3.67283, -1.83939, -0.69139], [-4.71022, -0.40297, -1.40593], [-2.31768, -1.56082, -0.48506], [-1.78801, -0.42036, -0.71556], [-1.46584, -2.67112, 0.01224], [-0.22980, -2.47147, 0.19696], [-2.10188, -3.90726, 0.21770], [-0.95818, -5.31055, 0.80846]],
  "atomic_forces_ev_per_a": [[0.1, -0.3, -0.3], [0.1, -0.1, 0.0], [0.0, 0.0, 0.0], [0.1, 0.2, 0.1], [-0.2, 0.1, 0.0], [-0.2, 0.0, -0.4], [0.2, 0.0, 0.4], [0.0, 0.0, 0.2], [0.2, -0.1, 0.2], [-0.1, 0.0, -0.1], [0.1, 0.0, 0.0], [0.0, 0.0, 0.0], [-0.1, 0.0, 0.0], [-0.1, 0.1, -0.1], [0.0, 0.0, 0.0], [0.0, 0.0, 0.0], [0.0, 0.0, 0.0], [0.0, 0.1, 0.0], [0.0, 0.0, 0.0], [0.0, 0.0, 0.0], [0.0, 0.0, 0.0], [0.0, 0.0, 0.0], [0.0, 0.0, 0.0], [0.1, -0.1, 0.0], [-0.1, 0.1, 0.0], [0.0, 0.0, 0.0], [0.0, 0.0, 0.0], [0.0, 0.0, 0.0], [0.0, -0.1, 0.0], [0.0, 0.1, 0.0], [-0.2, 0.1, -0.1], [0.1, 0.0, 0.1], [0.0, 0.0, 0.0], [0.0, 0.0, 0.0]],
  "e_homo_ev": -0.6,
  "charge": -2,
  "gap_ev": 4.9
}

# 2
{
  "formula": "C3H7O4P",
  "method": "the ωB97M-V functional and the def2-TZVPD basis",
  "symbols": ["C", "C", "C", "O", "O", "O", "O", "P", "H", "H", "H", "H", "H", "H", "H"],
  "xyz": [[0.12445, 0.22930, 1.68272], [-0.11832, -0.60173, 0.49146], [0.53163, -0.00904, -0.84288], [-1.74474, 0.47482, -2.45271], [-1.48570, -0.77300, 0.27253], [1.74622, -0.56654, -1.20687], [0.58095, 1.35720, -0.79595], [-0.99354, -0.68407, -1.94214], [-0.41159, 1.26259, 1.48776], [1.13673, 0.54457, 1.82339], [-0.00868, -0.35898, 2.53573], [0.41092, -1.59043, 0.60479], [-1.81157, 0.13426, 0.32807], [1.97796, -1.16956, -0.43687], [0.06529, 1.75059, -1.54905]],
  "atomic_forces_ev_per_a": [[-0.3, 2.9, -1.0], [3.8, -0.7, -1.0], [-3.0, -0.9, -0.1], [-0.1, 0.9, 0.1], [-0.6, 0.0, -0.4], [0.5, -1.4, 1.9], [-0.5, 1.3, -0.8], [1.2, -0.8, -0.2], [0.5, -2.1, 1.1], [1.0, 0.1, -0.6], [-1.4, -0.3, 1.7], [-1.1, 0.4, 0.0], [-0.7, 0.1, 0.1], [0.1, 1.0, -1.6], [0.5, -0.6, 0.8]],
  "e_homo_ev": -8.4,
  "gap_ev": 8.8
}

# 3
{
  "formula": "C24H28N4O5S2",
  "method": "the ωB97M-V functional and the def2-TZVPD basis",
  "symbols": ["C", "C", "C", "C", "C", "C", "C", "N", "C", "O", "C", "H", "H", "S", "C", "N", "C", "C", "C", "C", "C", "C", "C", "O", "N", "C", "H", "H", "C", "H", "C", "H", "H", "C", "H", "C", "H", "O", "H", "H", "H", "H", "H", "H", "H", "H", "S", "O", "O", "N", "C", "H", "H", "H", "C", "H", "H", "H", "H", "H", "H", "H", "H"],
  "xyz": [[-0.31508, 4.04573, -2.58133], [0.28285, 3.45857, -1.33678], [1.52632, 3.88130, -0.88847], [2.11405, 3.32535, 0.23547], [1.42424, 2.35376, 0.93115], [0.17675, 1.93009, 0.53209], [-0.39214, 2.45575, -0.62316], [-1.58505, 1.94588, -1.14362], [-2.42989, 1.06598, -0.52940], [-2.48153, 0.89593, 0.66603], [-3.32535, 0.31635, -1.49604], [-4.37373, 0.54424, -1.30709], [-3.07719, 0.49926, -2.53928], [-3.18139, -1.48412, -1.14993], [-1.45245, -1.52692, -0.80620], [-0.70865, -0.73907, -1.50134], [0.62018, -0.64876, -1.18369], [1.43788, 0.24316, -1.88614], [2.75147, 0.40533, -1.51193], [3.28849, -0.32287, -0.45084], [2.51218, -1.24298, 0.21527], [1.17588, -1.41787, -0.14760], [0.34548, -2.39355, 0.53898], [0.73184, -3.20726, 1.35090], [-1.01403, -2.35880, 0.17261], [-1.91924, -3.22928, 0.88832], [-1.42076, -3.51907, 1.81596], [-2.83772, -2.67834, 1.10598], [-2.27703, -4.48615, 0.07787], [-2.97738, -5.07585, 0.68434], [-1.05327, -5.31704, -0.33984], [-1.29465, -6.37948, -0.29929], [-0.19938, -5.12542, 0.30497], [-0.81877, -4.88597, -1.78745], [-0.19590, -3.99155, -1.83192], [-2.24106, -4.57637, -2.25085], [-2.73744, -5.48729, -2.61316], [-2.93875, -4.09189, -1.11726], [-2.29281, -3.81195, -3.02898], [-0.35158, -5.66253, -2.38842], [2.90095, -1.83119, 1.03066], [4.31281, -0.16381, -0.15406], [3.37388, 1.10948, -2.04478], [1.01539, 0.80096, -2.70740], [-1.67902, 2.04496, -2.14390], [-0.32036, 1.16163, 1.09851], [2.14627, 1.59213, 2.38269], [1.56755, 0.29586, 2.55760], [3.57241, 1.70785, 2.29241], [1.65049, 2.53919, 3.66809], [2.21344, 3.86494, 3.68256], [3.25822, 3.77431, 3.39678], [2.14926, 4.27271, 4.69160], [1.69825, 4.54340, 2.98930], [0.24013, 2.45758, 3.95563], [-0.35952, 3.07945, 3.27878], [-0.05341, 1.41715, 3.84592], [0.06369, 2.77628, 4.98320], [3.09843, 3.61447, 0.56478], [2.05016, 4.64798, -1.44028], [-0.33075, 3.31193, -3.38898], [0.27229, 4.89585, -2.91702], [-1.33594, 4.38062, -2.40200]],
  "atomic_forces_ev_per_a": [[0.1, 0.0, 0.1], [-0.1, -0.1, 0.1], [0.0, -0.1, 0.1], [0.2, 0.1, 0.0], [0.2, -0.2, 0.4], [-0.2, -0.1, 0.1], [0.3, 0.3, 0.3], [0.0, 0.5, -0.3], [-0.3, 0.3, -0.3], [0.1, -0.1, 0.2], [0.3, -0.7, 0.2], [0.0, 0.0, 0.0], [0.0, 0.1, 0.0], [-0.7, 0.6, -0.2], [0.0, 0.4, -0.7], [-0.4, -0.2, -0.3], [0.5, -0.4, 0.4], [0.2, -0.1, 0.0], [-0.1, 0.0, -0.2], [0.1, -0.2, 0.1], [0.0, 0.0, -0.1], [0.0, 0.3, -0.4], [0.0, -0.1, -0.1], [0.2, 0.0, 0.2], [0.3, 0.0, 0.2], [-0.5, -0.6, 0.2], [-0.1, 0.1, -0.1], [0.2, 0.0, 0.1], [0.2, 0.0, 0.6], [0.1, 0.1, -0.1], [-0.1, 0.0, -0.1], [0.0, 0.0, 0.0], [0.0, -0.1, 0.0], [-0.2, 0.1, 0.0], [0.0, 0.0, 0.0], [0.2, -0.3, -0.4], [0.1, 0.1, 0.0], [0.1, -0.1, 0.2], [0.0, 0.0, 0.0], [0.0, 0.0, 0.0], [0.1, 0.0, 0.1], [0.1, 0.0, 0.1], [0.1, 0.1, 0.0], [-0.1, 0.1, -0.1], [0.0, -0.2, 0.2], [-0.1, -0.1, 0.0], [0.1, 0.2, 0.2], [-0.4, 0.1, 0.1], [0.0, 0.3, -0.1], [0.4, -0.7, -0.7], [0.3, 0.3, -0.1], [0.1, 0.2, 0.1], [0.0, 0.0, 0.0], [0.0, 0.0, 0.0], [-0.4, -0.2, 0.0], [0.0, 0.0, 0.0], [-0.2, 0.0, 0.1], [0.0, 0.0, 0.0], [0.1, 0.1, 0.0], [0.0, 0.1, -0.1], [-0.1, 0.0, -0.1], [0.0, 0.0, -0.1], [-0.1, 0.0, -0.1]],
  "e_homo_ev": -8.1,
  "smiles": "Cc1ccc(S(=O)(=O)N(C)C)cc1NC(=O)CSc1nc2ccccc2c(=O)n1C[C@@H]1CCCO1",
  "gap_ev": 8.5
}

# 4
{
  "formula": "C10H22CrN3O5S2",
  "method": "the ωB97M-V functional and the def2-TZVPD basis",
  "symbols": ["Cr", "C", "C", "O", "C", "C", "O", "C", "C", "O", "C", "C", "O", "H", "H", "H", "H", "H", "H", "H", "H", "H", "H", "H", "H", "H", "H", "H", "H", "O", "S", "N", "C", "N", "C", "N", "S", "H", "H", "H", "H", "H", "H"],
  "xyz": [[-0.26021, 0.25893, -0.07689], [2.25001, 0.56422, 1.70577], [2.33943, -0.75173, 0.96881], [1.69258, -0.51202, -0.28273], [2.27819, -1.05882, -1.48413], [1.41311, -0.55040, -2.62703], [1.03649, 0.75409, -2.21172], [0.04427, 1.45050, -2.95064], [-0.19055, 2.70976, -2.12462], [-0.11780, 2.39699, -0.70931], [0.99913, 2.96043, -0.00364], [0.81442, 2.52654, 1.42532], [0.90429, 1.07273, 1.50439], [2.42117, 0.43776, 2.77309], [2.96856, 1.27703, 1.30275], [3.37640, -1.04930, 0.82151], [1.81214, -1.54800, 1.49769], [3.29955, -0.68905, -1.56336], [2.27936, -2.14800, -1.44290], [1.98685, -0.53043, -3.55430], [0.52431, -1.17501, -2.77100], [0.39908, 1.71935, -3.94732], [-0.86063, 0.84226, -3.04916], [0.56090, 3.46343, -2.35301], [-1.17647, 3.12587, -2.32294], [1.93250, 2.58262, -0.42750], [0.98495, 4.04909, -0.06722], [1.54436, 2.98556, 2.08809], [-0.18756, 2.77928, 1.76480], [-3.16609, 0.28866, -2.36849], [-3.26594, 0.70862, -0.99146], [-2.00229, 0.56063, -0.16825], [-3.02646, -2.31458, 3.20460], [-2.18117, -1.85402, 2.10211], [-1.82987, -2.60529, 1.07161], [-2.30697, -3.83750, 0.98053], [-0.71495, -2.09904, -0.16258], [-3.04141, -1.54433, 3.96905], [-2.61475, -3.22286, 3.64458], [-4.05103, -2.49241, 2.87497], [-1.87205, -0.89744, 2.10250], [-2.95100, -4.21537, 1.65724], [-2.04482, -4.41876, 0.20079]],
  "atomic_forces_ev_per_a": [[1.7, 0.2, 0.1], [0.1, -0.1, 0.0], [-0.1, 0.0, 0.1], [0.1, -0.1, -0.1], [0.0, 0.0, -0.1], [0.0, 0.0, 0.0], [-0.1, -0.1, 0.0], [0.0, 0.0, 0.0], [0.0, 0.0, -0.1], [0.0, -0.3, 0.1], [0.0, 0.0, 0.0], [0.0, 0.1, 0.0], [-0.4, -0.2, -0.3], [0.0, 0.0, 0.0], [-0.1, 0.1, -0.1], [0.0, 0.0, 0.0], [0.0, -0.1, 0.0], [0.0, 0.0, 0.1], [0.0, 0.0, 0.0], [0.0, 0.0, 0.0], [0.0, 0.0, 0.0], [0.0, 0.0, 0.0], [0.0, 0.0, 0.0], [0.0, 0.0, 0.1], [0.0, 0.0, 0.0], [0.0, 0.0, 0.0], [-0.1, 0.0, 0.0], [0.1, -0.1, 0.1], [0.0, 0.0, 0.1], [0.0, 0.0, 0.1], [0.2, -0.1, 0.3], [-1.4, 0.2, -0.4], [0.0, 0.0, 0.0], [0.0, 0.0, 0.0], [-0.1, 0.1, 0.0], [0.1, 0.0, -0.1], [0.0, 0.1, 0.4], [0.0, 0.0, 0.0], [0.0, 0.0, 0.0], [0.0, 0.0, 0.0], [0.0, 0.0, 0.0], [0.0, 0.0, 0.0], [0.0, 0.0, 0.0]],
  "s2": 3.83,
  "e_homo_ev": [-15.6, -15.8],
  "charge": 2,
  "multiplicity": 4,
  "gap_ev": [7.5, 8.6]
}

# 5
{
  "formula": "C3H6N2OS",
  "method": "the ωB97M-V functional and the def2-TZVPD basis",
  "symbols": ["C", "C", "C", "H", "H", "H", "H", "H", "H", "N", "N", "O", "S"],
  "xyz": [[1.36167, -1.06520, 0.49095], [0.66191, 1.50798, -0.54964], [-1.61483, -0.45074, -0.41298], [0.54381, -1.67821, 0.10912], [1.09403, -0.63868, 1.43683], [2.26630, -1.68500, 0.60829], [1.07358, 2.41479, -1.00085], [-1.90680, 0.86660, 1.07618], [-2.44911, -1.03405, 0.07153], [-0.51390, 1.67761, -0.08148], [-1.20818, 0.56211, 0.41943], [-1.14902, -0.70675, -1.49438], [1.84053, 0.22954, -0.67300]],
  "atomic_forces_ev_per_a": [[0.2, -0.4, -0.4], [-0.2, 0.2, -0.1], [-0.5, -0.2, 0.3], [0.2, 0.1, 0.0], [0.0, 0.2, 0.5], [-0.4, 0.3, -0.1], [0.0, -0.2, 0.1], [-0.1, -0.1, 0.1], [0.5, 0.3, -0.3], [0.3, -0.3, 0.0], [0.2, 0.2, -0.2], [0.0, 0.0, 0.1], [-0.1, 0.0, 0.1]],
  "e_homo_ev": -8.9,
  "smiles": "CS/C=N\\NC=O",
  "gap_ev": 9.6
}

The following electronic energy values (in Ha) correspond, in order, to the records above: -12092.4982, -760.7801, -2322.9989, -2774.9762, -700.8066.